# 1
{
  "formula": "C2H7NO",
  "method": "ωB97M-V with the def2-TZVPD basis set",
  "elements": ["O", "H", "H", "H", "H", "C", "H", "C", "H", "N", "H"],
  "coordinates": [[1.520, 1.040, 0.802], [-2.764, -0.138, 1.040], [-1.632, 0.836, 0.500], [-1.269, -0.090, 1.707], [0.946, 1.549, -0.986], [0.957, -0.678, -0.829], [0.602, -1.360, -0.056], [1.152, 0.711, -0.292], [1.964, -1.069, -1.015], [-1.779, -0.107, 0.817], [0.302, -0.695, -1.691]],
  "nbo_charge": [-0.53, 0.36, 0.35, 0.36, 0.09, -0.73, 0.25, 0.45, 0.24, -1.07, 0.23],
  "total_energy_ev": -5724.6201,
  "largest_force_ev_per_a": 1.2,
  "multiplicity": 1,
  "smiles": "CC=O.N",
  "de_lowest_ev": 0.621,
  "homo_energy_ev": -9.79,
  "e_lumo_ev": 1.1
}

***

# 2
{
  "formula": "C23H21BrN4O",
  "method": "ωB97M-V with the def2-TZVPD basis set",
  "elements": ["H", "C", "C", "H", "H", "H", "N", "C", "C", "N", "C", "H", "Br", "H", "H", "C", "C", "C", "H", "H", "H", "H", "H", "N", "C", "C", "C", "C", "C", "O", "C", "C", "H", "H", "H", "H", "N", "C", "C", "H", "C", "H", "H", "C", "C", "C", "C", "C", "H", "H"],
  "coordinates": [[-2.149, -2.922, 0.416], [4.005, -1.462, 0.500], [1.825, 1.982, -0.785], [4.185, 1.623, -2.705], [-0.878, 0.225, -3.486], [-4.585, -3.256, 0.196], [0.264, 0.955, -1.936], [1.999, -2.524, -0.254], [-5.065, -1.193, 0.499], [2.247, 2.724, 1.570], [3.308, -0.450, 1.099], [-5.196, 0.918, 0.818], [5.910, -1.459, 0.575], [-0.890, 1.143, 2.073], [4.422, 0.832, -1.147], [0.460, 1.871, -0.973], [3.363, -2.501, -0.190], [2.379, 1.085, -1.726], [3.817, 0.337, 1.636], [-7.093, -0.532, 0.713], [-1.238, -0.490, -1.904], [3.955, -3.272, -0.659], [3.905, -0.113, -2.558], [1.415, 0.477, -2.397], [2.569, 2.867, 0.155], [-4.533, 0.068, 0.734], [-3.170, 0.255, 0.863], [1.234, -1.511, 0.362], [-2.295, -0.824, 0.758], [1.589, 1.863, 3.517], [1.905, -0.449, 1.030], [-4.189, -2.268, 0.383], [-6.795, -1.555, -0.695], [2.590, 3.485, 2.144], [1.476, -3.313, -0.769], [-2.792, 1.252, 1.030], [-0.103, -1.584, 0.285], [-2.828, -2.089, 0.506], [1.096, 0.561, 1.604], [3.645, 2.693, 0.018], [-6.541, -1.397, 0.354], [-1.772, 1.168, -2.264], [-0.357, 2.372, -0.492], [3.810, 0.840, -2.046], [-0.266, 0.417, 1.576], [-0.981, 0.437, -2.423], [-0.841, -0.671, 0.879], [1.677, 1.748, 2.309], [-6.863, -2.276, 0.909], [2.370, 3.915, -0.103]],
  "nbo_charge": [0.23, -0.07, -0.18, 0.22, 0.23, 0.21, -0.16, -0.16, 0.00, -0.60, -0.25, 0.21, 0.05, 0.23, 0.22, -0.02, -0.24, 0.16, 0.23, 0.22, 0.22, 0.23, 0.24, -0.28, -0.23, -0.21, -0.21, 0.14, -0.02, -0.60, 0.00, -0.22, 0.22, 0.41, 0.23, 0.21, -0.43, -0.17, -0.04, 0.20, -0.63, 0.21, 0.22, -0.65, -0.23, -0.40, 0.19, 0.64, 0.22, 0.21],
  "total_energy_ev": -102243.2281,
  "largest_force_ev_per_a": 0.9,
  "multiplicity": 1,
  "smiles": "Cc1ccc(-c2cc(C(=O)NCc3cn(C)nc3C)c3cc(Br)ccc3n2)cc1",
  "de_lowest_ev": 0.000,
  "homo_energy_ev": -8.35,
  "e_lumo_ev": -0.2
}

***

# 3
{
  "formula": "C4H6BaFO4",
  "method": "ωB97M-V with the def2-TZVPD basis set",
  "elements": ["O", "C", "H", "C", "F", "C", "H", "O", "H", "H", "O", "Ba", "H", "H", "O", "C"],
  "coordinates": [[1.676, -2.128, 3.974], [0.334, -0.459, 2.936], [0.831, 0.516, 2.846], [-1.229, -4.085, 0.812], [3.403, -5.135, 1.926], [0.847, -1.238, 4.114], [-2.057, -3.543, 0.347], [-0.206, -3.152, 1.217], [-1.553, -4.573, 1.734], [-0.743, -0.275, 3.057], [-1.393, -1.241, 0.677], [2.166, -3.371, 2.224], [-0.799, -4.808, 0.112], [0.518, -0.917, 5.115], [0.580, -1.287, 1.800], [-0.426, -1.801, 1.062]],
  "mulliken_charge": [-0.61, -0.47, 0.35, -0.72, -0.80, 0.27, 0.33, -0.33, 0.29, 0.39, -0.42, 1.81, 0.26, 0.41, -0.42, 0.66],
  "total_energy_ev": -15840.4397,
  "largest_force_ev_per_a": 5.8,
  "multiplicity": 1,
  "de_lowest_ev": 0.000,
  "charge": 1,
  "homo_energy_ev": -13.93,
  "e_lumo_ev": -5.0
}

***

# 4
{
  "formula": "C3HO2Sr",
  "method": "ωB97M-V with the def2-TZVPD basis set",
  "elements": ["C", "Sr", "H", "C", "O", "O", "C"],
  "coordinates": [[0.032, 0.347, 0.576], [-1.195, 0.165, -1.945], [0.757, 2.476, 0.111], [0.437, 1.460, 0.289], [0.658, -1.850, 1.152], [-0.645, -1.457, -0.640], [-0.044, -1.142, 0.457]],
  "mulliken_charge": [-0.46, 1.76, 0.40, -0.45, -0.46, -0.94, 1.16],
  "total_energy_ev": -8049.8027,
  "largest_force_ev_per_a": 3.0,
  "multiplicity": 1,
  "de_lowest_ev": 0.000,
  "charge": 1,
  "homo_energy_ev": -13.82,
  "e_lumo_ev": -5.6
}

***

# 5
{
  "formula": "C6H11FO2",
  "method": "ωB97M-V with the def2-TZVPD basis set",
  "elements": ["C", "O", "O", "C", "C", "H", "H", "H", "C", "C", "H", "H", "H", "H", "F", "H", "H", "C", "H", "H"],
  "coordinates": [[-2.193, 1.154, -1.469], [-1.727, 1.056, -0.095], [-1.822, -1.069, -0.291], [2.355, 0.499, 0.056], [-1.533, -0.061, 0.509], [1.386, 1.929, 1.163], [4.253, 0.088, -0.874], [-3.195, 0.901, -1.555], [1.591, 0.908, 1.262], [-1.890, -2.344, 0.287], [-2.103, -3.076, -0.499], [-2.554, -2.376, 1.117], [4.134, 0.516, 0.910], [-0.982, -2.558, 0.662], [1.496, 0.149, -0.877], [-1.495, 0.472, -2.086], [2.076, 0.797, 2.199], [3.639, 0.350, -0.040], [0.613, 0.557, 1.341], [-2.050, 2.110, -1.721]],
  "nbo_charge": [-0.27, -0.50, -0.54, 0.44, 0.43, 0.22, 0.22, 0.19, -0.70, -0.24, 0.19, 0.19, 0.21, 0.18, -0.33, 0.20, 0.22, -0.53, 0.25, 0.19],
  "total_energy_ev": -13208.8424,
  "largest_force_ev_per_a": 5.1,
  "multiplicity": 1,
  "de_lowest_ev": 3.054,
  "homo_energy_ev": -8.77,
  "e_lumo_ev": 1.0
}

***

# 6
{
  "formula": "C2H6F2OSi",
  "method": "ωB97M-V with the def2-TZVPD basis set",
  "elements": ["H", "F", "O", "H", "C", "H", "Si", "F", "H", "H", "H", "C"],
  "coordinates": [[0.419, 1.785, -1.807], [2.631, 0.702, 0.150], [1.761, -0.287, 0.799], [-1.201, 1.009, -1.473], [-0.289, 1.274, -0.978], [-1.903, -0.688, 1.054], [0.308, -0.331, -0.083], [0.751, -1.280, -1.313], [-0.453, -0.969, 2.134], [-0.351, 2.208, -0.327], [-0.839, -2.220, 0.765], [-0.835, -1.202, 1.079]],
  "nbo_charge": [0.27, -0.16, -0.47, 0.24, -1.16, 0.26, 2.07, -0.65, 0.27, 0.25, 0.26, -1.19],
  "total_energy_ev": -17530.7626,
  "largest_force_ev_per_a": 3.5,
  "multiplicity": 1,
  "smiles": "C[Si](C)(F)OF",
  "de_lowest_ev": 5.034,
  "homo_energy_ev": -11.55,
  "e_lumo_ev": 0.2
}

***

# 7
{
  "formula": "C42H50N3O5S2Y",
  "method": "ωB97M-V with the def2-TZVPD basis set",
  "elements": ["N", "H", "S", "C", "O", "C", "N", "C", "H", "H", "O", "H", "H", "S", "H", "C", "C", "H", "H", "H", "C", "N", "H", "H", "H", "H", "C", "H", "H", "H", "H", "C", "C", "H", "C", "O", "C", "H", "C", "H", "C", "H", "C", "H", "C", "C", "C", "C", "H", "Y", "C", "H", "C", "H", "C", "H", "H", "C", "H", "C", "H", "C", "C", "H", "H", "H", "H", "H", "H", "H", "C", "O", "H", "H", "H", "H", "C", "H", "H", "C", "C", "C", "H", "C", "H", "C", "C", "H", "C", "C", "C", "H", "C", "H", "O", "C", "H", "C", "C", "C", "H", "C", "H"],
  "coordinates": [[-0.770, -0.858, -2.109], [-0.213, 4.399, 3.105], [2.180, -1.616, -0.830], [1.089, -3.786, 2.336], [-2.554, -1.617, 0.790], [3.059, 3.085, -3.727], [0.198, -1.554, 2.477], [-2.173, 2.292, -3.381], [2.231, -0.978, 7.039], [-3.024, 1.708, -0.829], [1.327, 0.269, -3.102], [-0.330, 0.341, 3.113], [3.750, 4.588, -0.688], [1.744, 0.452, 1.661], [-0.897, -3.173, 1.714], [-0.169, 3.335, -0.190], [-2.107, 3.191, -2.134], [0.871, 3.192, 2.417], [3.442, 1.054, -1.974], [2.526, 3.924, -4.180], [2.302, -4.473, 0.278], [1.741, -3.392, 1.089], [1.768, -3.641, 3.181], [-1.952, 1.251, -3.134], [2.178, -7.173, 0.388], [-0.849, -2.527, -4.990], [-2.399, 4.629, -2.593], [1.757, -0.462, 4.668], [-2.099, 3.087, 2.740], [-1.733, -5.248, -1.928], [-3.386, 4.686, -3.060], [-2.200, -2.854, -3.310], [-0.319, -0.988, 4.805], [-2.641, -4.015, -4.758], [-0.700, 3.143, -1.519], [-2.939, -3.846, -3.857], [-0.874, -5.668, -1.423], [-4.165, 2.663, -1.785], [1.222, -5.372, -0.275], [4.734, 4.546, -2.157], [-0.165, -2.971, 2.500], [-2.373, 5.330, -1.760], [-1.753, -1.462, -1.445], [4.088, 3.105, -4.091], [0.270, 4.072, 2.182], [-0.818, 3.758, 1.142], [-1.333, -1.436, 5.641], [1.322, -6.749, -0.126], [2.973, -5.049, 0.919], [0.581, 0.853, -1.022], [3.711, 4.499, -1.775], [-0.625, -3.178, 3.465], [1.231, -1.112, 6.646], [-2.466, 4.938, 0.297], [-0.448, -1.252, -3.334], [4.886, 2.060, -1.923], [-1.654, 4.951, -3.323], [1.249, 3.311, -0.317], [-1.540, -7.693, -1.663], [1.622, 3.167, -1.670], [-3.403, 3.372, -0.374], [0.117, -4.834, -0.929], [0.776, -0.550, -3.924], [-1.955, 5.436, 1.905], [2.596, 2.154, -4.056], [-1.140, 1.798, 1.990], [0.932, 4.873, 1.849], [-1.638, -0.848, 3.088], [-0.957, 5.828, 0.496], [3.811, 2.018, -0.522], [-2.503, -2.475, -2.001], [1.118, -0.825, -5.058], [-2.334, -1.560, 5.245], [-3.288, -2.958, -1.438], [0.418, -1.778, 8.518], [2.891, -4.020, -0.516], [-1.148, -2.245, -3.988], [0.370, 2.927, -3.463], [-3.183, 2.327, -3.795], [3.839, 2.008, -1.615], [-1.875, -0.981, -0.008], [0.335, -7.586, -0.629], [3.158, 5.356, -2.163], [-1.599, 5.065, 0.941], [0.033, -3.759, -1.058], [1.139, -1.116, 1.669], [-1.070, -1.718, 6.976], [-1.868, -2.063, 7.621], [0.211, -1.559, 7.478], [-0.765, -7.045, -1.276], [1.699, -2.131, 0.677], [0.839, -4.843, 2.259], [-3.233, 2.708, -1.216], [1.946, 3.438, 0.497], [-1.157, 0.052, 0.240], [-0.593, -0.683, 3.355], [-1.490, 2.609, -4.168], [0.967, -0.826, 5.317], [3.045, 3.185, -2.202], [-1.715, 2.699, 1.792], [-2.559, 2.406, 1.180], [0.424, 3.063, -2.395], [0.425, -8.658, -0.508]],
  "mulliken_charge": [2.42, 0.49, -0.33, -0.91, -0.83, -2.01, 0.57, -2.39, 0.41, -0.03, -0.46, 0.09, 0.30, -0.13, 0.13, 0.64, 2.42, 0.25, 0.16, 0.34, -1.34, 0.14, 0.32, 0.52, 0.37, 0.52, -1.85, 0.45, 0.73, 0.33, 0.50, 0.69, -0.02, 0.32, -0.02, -0.55, -0.53, 0.62, 0.20, 0.45, -0.54, 0.25, -0.26, 0.48, -2.17, 2.41, 0.05, -0.47, 0.42, -0.05, -1.79, 0.58, -0.79, 0.28, -0.40, 0.54, 0.31, 0.11, 0.42, -0.89, 0.20, 1.11, -0.17, 0.48, 0.25, -0.20, 0.40, 0.44, 0.29, 0.19, -0.80, -0.77, 0.47, 0.57, 0.39, 0.51, -0.66, 0.42, 0.52, -1.52, 0.27, -0.63, 0.38, -1.79, -0.06, 0.10, -0.74, 0.40, -0.40, -0.72, 0.41, 0.53, -1.62, 0.93, -0.07, -1.02, 0.35, -0.22, 2.17, -1.80, 0.00, -0.44, 0.38],
  "total_energy_ev": -81794.6247,
  "largest_force_ev_per_a": 0.2,
  "multiplicity": 1,
  "de_lowest_ev": 0.000,
  "homo_energy_ev": -7.70,
  "e_lumo_ev": -1.1
}

***

# 8
{
  "formula": "C24H19BBaF2N4O2",
  "method": "ωB97M-V with the def2-TZVPD basis set",
  "elements": ["C", "C", "C", "C", "H", "H", "C", "H", "N", "C", "H", "C", "C", "H", "N", "H", "N", "C", "N", "C", "F", "C", "O", "H", "C", "H", "H", "C", "C", "C", "H", "C", "C", "O", "C", "H", "H", "C", "B", "H", "H", "C", "H", "C", "H", "H", "C", "C", "F", "Ba", "H", "H", "C"],
  "coordinates": [[-2.329, 1.519, -0.895], [2.433, 0.225, -3.471], [-2.865, -2.623, 5.020], [3.485, 0.438, -1.187], [-3.554, -2.004, 1.173], [0.145, -1.082, 4.929], [-3.122, 2.532, -1.419], [-4.382, 0.347, 2.713], [1.118, 0.240, -2.787], [5.689, -1.034, -1.990], [4.418, 0.509, 0.741], [-3.330, -2.244, 3.771], [2.485, 1.586, -4.189], [-4.046, 2.789, -0.921], [-2.231, -0.481, 0.590], [-1.230, -2.507, 6.415], [-0.843, 2.271, 2.006], [-1.719, 1.776, 1.444], [-1.192, 1.141, -1.478], [5.606, -0.572, -0.684], [2.785, -2.168, 1.764], [4.501, 0.166, -0.282], [-3.950, 1.043, 0.811], [6.391, -0.800, 0.027], [-2.676, 3.200, -2.542], [2.423, -0.594, -4.191], [-5.265, -0.418, 1.375], [-1.609, -2.203, 5.447], [-0.759, 1.809, -2.553], [-4.297, -0.040, 1.697], [-1.049, 3.389, -3.965], [4.662, -0.773, -2.888], [3.551, -0.040, -2.491], [1.192, 2.209, -3.891], [-1.451, 2.860, -3.113], [-0.708, -0.387, 2.735], [6.544, -1.619, -2.304], [0.569, 1.347, -3.080], [1.627, -2.640, 1.170], [-3.473, -3.257, 5.653], [2.563, 1.504, -5.268], [-2.614, 0.875, 0.484], [2.629, 1.023, -0.869], [-1.318, -1.021, 3.366], [3.259, 2.240, -3.798], [-3.260, 4.007, -2.966], [-0.840, -1.404, 4.616], [-2.567, -1.434, 2.932], [1.411, -3.934, 1.577], [-0.068, -0.936, -0.340], [-4.300, -2.596, 3.429], [4.712, -1.165, -3.899], [-3.149, -1.072, 1.575]],
  "nbo_charge": [0.25, -0.14, -0.21, -0.26, 0.20, 0.22, -0.22, 0.19, -0.54, -0.19, 0.23, -0.24, -0.09, 0.25, -0.92, 0.21, -0.37, 0.21, -0.52, -0.20, -0.58, -0.17, -0.53, 0.22, -0.14, 0.21, 0.19, -0.22, 0.14, -0.08, 0.24, -0.24, 0.04, -0.48, -0.22, 0.21, 0.22, 0.55, 0.33, 0.21, 0.20, 0.32, 0.20, -0.25, 0.21, 0.23, -0.18, 0.05, -0.57, 1.73, 0.20, 0.21, -0.12],
  "total_energy_ev": -42058.1678,
  "largest_force_ev_per_a": 1.8,
  "multiplicity": 1,
  "de_lowest_ev": 1.644,
  "homo_energy_ev": -6.51,
  "e_lumo_ev": -0.6
}